No. 1
{
  "formula": "C12H31BNO9P2",
  "method": "ωB97M-V/def2-TZVPD",
  "elements": ["C", "N", "C", "B", "O", "C", "C", "O", "P", "P", "O", "O", "O", "H", "H", "H", "H", "H", "H", "H", "H", "H", "H", "H", "H", "H", "H", "H", "O", "C", "O", "C", "C", "C", "H", "H", "H", "H", "H", "H", "H", "H", "O", "C", "O", "C", "C", "C", "H", "H", "H", "H", "H", "H", "H", "H"],
  "xyz": [[4.31, -2.44, -0.99], [3.91, -2.25, -2.39], [3.94, -0.84, -2.81], [2.64, -2.95, -2.70], [2.77, -4.26, -3.26], [1.17, -2.40, -2.44], [0.29, -2.75, -3.67], [-0.95, -2.11, -3.39], [-1.21, -2.35, -1.66], [-3.16, -1.21, -1.81], [-3.09, -0.30, -3.25], [-2.87, 0.03, -0.69], [0.42, -2.98, -1.37], [4.38, -1.48, -0.47], [5.31, -2.88, -0.96], [3.64, -3.10, -0.44], [3.05, -0.26, -2.58], [4.77, -0.34, -2.30], [4.18, -0.79, -3.88], [3.04, -4.11, -4.16], [1.14, -1.30, -2.45], [0.70, -2.50, -4.66], [0.05, -3.82, -3.64], [-1.77, -3.63, -2.05], [-1.64, -2.69, -0.30], [-0.65, -1.08, -1.23], [-3.53, -0.83, -3.91], [-2.12, 0.53, -1.05], [1.42, 0.85, -1.09], [1.50, 1.08, 0.08], [2.27, 0.29, 0.85], [2.53, 0.55, 2.22], [1.42, 0.00, 3.11], [0.65, 2.14, 0.72], [2.70, 1.61, 2.39], [3.46, 0.04, 2.44], [0.47, 0.47, 2.90], [1.66, 0.16, 4.16], [1.30, -1.07, 2.93], [-0.34, 1.72, 0.88], [0.56, 2.98, 0.04], [1.03, 2.53, 1.67], [-1.08, 4.25, 2.74], [-2.13, 3.75, 3.02], [-2.38, 2.51, 2.56], [-3.51, 1.73, 2.92], [-4.71, 2.04, 2.05], [-3.20, 4.49, 3.78], [-3.73, 1.83, 3.99], [-3.21, 0.69, 2.77], [-5.03, 3.08, 2.16], [-5.55, 1.39, 2.30], [-4.45, 1.89, 1.00], [-3.75, 5.12, 3.08], [-2.72, 5.13, 4.51], [-3.90, 3.85, 4.31]],
  "total_charge": -1,
  "total_energy_ha": -1915.35331,
  "e_homo_ev": -3.3,
  "gap_ha": 0.2059
}



No. 2
{
  "formula": "C12H31Cl2O2P2Re",
  "method": "ωB97M-V/def2-TZVPD",
  "elements": ["C", "C", "H", "H", "H", "O", "Cl", "Re", "P", "C", "C", "H", "H", "H", "H", "H", "H", "C", "H", "H", "H", "P", "C", "C", "H", "H", "H", "C", "H", "H", "H", "H", "H", "H", "Cl", "C", "C", "O", "C", "C", "H", "H", "H", "H", "H", "H", "H", "H", "H", "H"],
  "xyz": [[-0.81, -0.02, -3.58], [-0.69, -0.26, -2.13], [-1.88, 0.10, -3.84], [-0.39, -0.88, -4.13], [-0.26, 0.89, -3.85], [-1.45, -0.90, -1.38], [1.76, -0.23, -2.31], [0.50, -0.14, -0.17], [0.89, -2.42, -0.35], [-0.29, -3.34, 0.70], [0.65, -3.29, -1.95], [0.86, -4.35, -1.80], [2.62, -4.09, -0.10], [1.33, -2.89, -2.70], [3.30, -2.48, -0.44], [-1.31, -3.05, 0.43], [-0.38, -3.17, -2.30], [2.55, -3.02, 0.13], [-0.15, -4.41, 0.52], [2.70, -2.86, 1.20], [-0.11, -3.12, 1.76], [0.60, 2.11, -0.59], [-0.42, 3.10, 0.57], [2.24, 2.92, -0.34], [0.88, 2.56, -2.97], [0.21, 3.96, -2.09], [-0.85, 2.59, -2.50], [0.16, 2.87, -2.20], [3.02, 2.35, -0.86], [2.21, 3.94, -0.74], [-0.28, 4.16, 0.33], [-0.10, 2.92, 1.60], [2.48, 2.96, 0.73], [-1.48, 2.85, 0.46], [2.37, 0.12, 1.17], [-3.04, 0.61, 0.61], [-2.16, 0.46, 1.82], [-0.85, -0.14, 1.53], [-0.27, -0.57, 2.80], [0.11, 0.62, 3.66], [-2.63, 1.27, -0.17], [-3.96, 1.07, 0.95], [-3.30, -0.36, 0.17], [-1.97, 1.42, 2.31], [-2.65, -0.21, 2.54], [-1.03, -1.20, 3.28], [0.61, -1.18, 2.59], [-0.77, 1.08, 4.11], [0.76, 0.26, 4.46], [0.67, 1.38, 3.10]],
  "total_charge": 3,
  "spin_multiplicity": 4,
  "total_energy_ha": -2306.53537,
  "e_homo_ev": [-19.9, -20.7],
  "gap_ha": [0.2459, 0.2189]
}



No. 3
{
  "formula": "C12H31N4O7Sr",
  "method": "ωB97M-V/def2-TZVPD",
  "elements": ["Sr", "O", "H", "O", "H", "O", "H", "C", "O", "N", "C", "C", "H", "H", "H", "H", "H", "H", "H", "C", "O", "N", "C", "C", "H", "H", "H", "H", "H", "H", "H", "C", "O", "N", "C", "C", "H", "H", "H", "H", "H", "H", "H", "C", "O", "N", "C", "C", "H", "H", "H", "H", "H", "H", "H"],
  "xyz": [[-0.01, -1.85, 0.83], [0.81, -4.13, -0.09], [1.64, -3.87, -0.51], [-1.86, -2.81, -0.55], [-2.52, -2.41, -1.13], [0.52, -3.21, 2.85], [0.21, -2.88, 3.70], [-2.92, -1.67, 2.63], [-1.79, -1.26, 2.77], [-4.02, -1.10, 3.18], [-4.00, 0.15, 3.90], [-5.33, -1.71, 3.05], [-3.20, -2.55, 2.03], [-4.58, 0.87, 3.31], [-3.00, 0.58, 3.93], [-4.46, 0.07, 4.89], [-5.68, -2.13, 3.99], [-6.04, -0.99, 2.64], [-5.27, -2.56, 2.36], [1.88, 0.91, 1.84], [1.35, -0.15, 2.05], [3.08, 1.03, 1.21], [3.77, 2.27, 1.10], [3.74, -0.19, 0.78], [1.54, 1.87, 2.26], [3.12, 3.12, 1.37], [4.22, 2.46, 0.13], [4.55, 2.43, 1.86], [3.28, -1.06, 1.25], [3.75, -0.29, -0.30], [4.79, -0.18, 1.09], [-1.22, 1.08, -0.98], [-1.11, 0.32, -0.05], [-0.83, 2.38, -0.98], [-1.00, 3.22, -2.13], [-0.25, 2.96, 0.19], [-1.73, 0.86, -1.92], [-0.03, 3.43, -2.60], [-1.46, 4.17, -1.84], [-1.63, 2.74, -2.88], [0.84, 2.96, 0.20], [-0.57, 4.00, 0.32], [-0.57, 2.46, 1.10], [1.43, -1.66, -2.73], [1.37, -1.27, -1.59], [1.82, -0.89, -3.78], [1.90, -1.40, -5.13], [2.08, 0.52, -3.59], [1.16, -2.67, -3.07], [2.92, -1.41, -5.51], [1.30, -0.84, -5.86], [1.49, -2.41, -5.09], [2.85, 0.90, -4.26], [1.22, 1.20, -3.70], [2.40, 0.62, -2.55]],
  "de_lowest_ev": 1.9970,
  "total_charge": -1,
  "total_energy_ha": -1252.26027,
  "e_homo_ev": -1.8,
  "gap_ha": 0.1378
}



No. 4
{
  "formula": "C12H31NO13P2S",
  "method": "ωB97M-V/def2-TZVPD",
  "elements": ["C", "C", "O", "C", "C", "C", "O", "S", "O", "O", "O", "C", "N", "H", "H", "H", "H", "H", "H", "H", "H", "H", "H", "H", "H", "H", "C", "O", "P", "O", "O", "C", "O", "C", "H", "H", "H", "H", "H", "H", "H", "H", "H", "C", "O", "P", "O", "O", "C", "O", "C", "H", "H", "H", "H", "H", "H", "H", "H", "H"],
  "xyz": [[1.55, 0.82, 1.40], [0.50, -0.20, 1.86], [0.33, -1.29, 0.96], [-0.20, -0.94, -0.30], [-1.66, -1.34, -0.45], [-2.64, -0.45, 0.28], [-3.65, 0.05, -0.62], [-4.83, 0.58, 0.30], [-4.39, 1.77, 0.97], [-6.04, 0.55, -0.43], [-4.78, -0.62, 1.32], [-3.43, -1.15, 1.42], [-2.95, -0.95, 2.75], [2.21, 0.37, 0.66], [2.14, 1.18, 2.24], [1.09, 1.70, 0.94], [-0.46, 0.31, 2.01], [0.78, -0.65, 2.81], [0.38, -1.47, -1.06], [-0.09, 0.13, -0.50], [-1.78, -2.38, -0.13], [-1.91, -1.30, -1.52], [-2.12, 0.41, 0.72], [-3.52, -2.22, 1.22], [-2.87, 0.03, 2.96], [-2.06, -1.42, 2.89], [2.20, -7.13, -0.43], [2.08, -5.96, -1.25], [0.80, -5.03, -1.13], [0.19, -4.98, 0.20], [-0.18, -5.48, -2.30], [-0.89, -6.72, -2.17], [1.32, -3.65, -1.68], [1.81, -3.52, -3.03], [3.26, -7.28, -0.24], [1.68, -6.98, 0.52], [1.80, -8.00, -0.95], [-1.13, -6.92, -1.12], [-0.30, -7.53, -2.58], [-1.82, -6.62, -2.73], [1.78, -4.46, -3.56], [2.84, -3.15, -2.98], [1.19, -2.79, -3.54], [3.07, 7.54, 1.16], [2.02, 6.57, 1.34], [1.81, 5.41, 0.26], [3.03, 5.00, -0.42], [0.63, 5.91, -0.68], [0.90, 6.92, -1.65], [1.10, 4.29, 1.10], [-0.17, 4.51, 1.74], [3.40, 7.83, 2.16], [3.90, 7.10, 0.62], [2.69, 8.41, 0.63], [1.92, 6.85, -2.02], [0.73, 7.91, -1.21], [0.21, 6.77, -2.47], [-0.52, 5.53, 1.60], [-0.04, 4.31, 2.80], [-0.89, 3.82, 1.32]],
  "total_charge": 0,
  "total_energy_ha": -2589.76035,
  "e_homo_ev": -9.7,
  "gap_ha": 0.3815
}



No. 5
{
  "formula": "C12H31O7S",
  "method": "ωB97M-V/def2-TZVPD",
  "elements": ["C", "C", "C", "O", "S", "C", "O", "O", "H", "H", "H", "H", "H", "H", "H", "H", "H", "H", "H", "C", "O", "C", "C", "O", "C", "H", "H", "H", "H", "H", "H", "H", "H", "H", "H", "C", "O", "C", "C", "O", "C", "H", "H", "H", "H", "H", "H", "H", "H", "H", "H"],
  "xyz": [[0.62, 1.63, 2.20], [0.88, 0.09, 2.56], [-0.34, -0.91, 2.31], [-1.31, -0.45, 1.31], [-2.82, -1.20, 1.51], [-4.01, 0.25, 1.81], [-5.37, -0.10, 1.41], [-6.11, -0.14, 2.55], [0.63, 2.27, 3.15], [-0.32, 1.84, 1.58], [1.54, 1.99, 1.59], [1.18, 0.05, 3.68], [1.78, -0.29, 1.97], [-0.86, -1.23, 3.29], [0.11, -1.90, 1.89], [-2.85, -1.93, 2.69], [-3.60, 1.11, 1.18], [-3.97, 0.53, 2.91], [-6.41, 0.78, 2.78], [2.73, -3.68, -0.67], [1.79, -4.30, 0.20], [0.47, -4.33, -0.35], [0.12, -5.71, -0.88], [0.91, -6.03, -2.03], [1.97, -6.94, -1.73], [3.73, -3.85, -0.27], [2.68, -4.10, -1.68], [2.54, -2.60, -0.71], [0.36, -3.57, -1.13], [-0.22, -4.08, 0.47], [-0.92, -5.72, -1.20], [0.24, -6.47, -0.10], [1.56, -7.93, -1.54], [2.55, -6.60, -0.88], [2.62, -6.99, -2.61], [1.74, 6.51, -2.22], [0.87, 5.68, -2.99], [1.11, 4.29, -2.76], [0.05, 3.69, -1.85], [0.15, 4.21, -0.52], [-0.84, 5.19, -0.25], [1.38, 7.54, -2.31], [1.73, 6.23, -1.16], [2.75, 6.46, -2.62], [2.12, 4.13, -2.35], [1.06, 3.80, -3.73], [0.21, 2.61, -1.78], [-0.96, 3.86, -2.26], [-1.82, 4.71, -0.15], [-0.88, 5.96, -1.02], [-0.59, 5.67, 0.70]],
  "total_charge": 1,
  "total_energy_ha": -1400.09430,
  "e_homo_ev": -11.2,
  "gap_ha": 0.2319
}



No. 6
{
  "formula": "C12H32As3N5O2Pd",
  "method": "ωB97M-V/def2-TZVPD",
  "elements": ["Pd", "N", "N", "C", "N", "N", "N", "O", "O", "H", "H", "H", "H", "H", "C", "As", "C", "C", "C", "C", "C", "As", "C", "C", "C", "As", "C", "C", "H", "H", "H", "H", "H", "H", "H", "H", "H", "H", "H", "H", "H", "H", "H", "H", "H", "H", "H", "H", "H", "H", "H", "H", "H", "H", "H"],
  "xyz": [[0.59, 1.74, -1.03], [0.07, 3.96, -2.43], [1.20, 4.36, -3.16], [2.33, 3.62, -3.15], [3.40, 4.00, -3.83], [2.26, 2.53, -2.39], [3.23, 1.62, -2.24], [2.95, 0.75, -1.43], [4.25, 1.67, -2.87], [-0.71, 3.75, -3.07], [-0.23, 4.70, -1.80], [1.16, 5.20, -3.73], [3.44, 4.87, -4.35], [4.22, 3.40, -3.82], [0.22, 2.32, 3.01], [0.24, 1.32, 1.32], [1.74, 0.12, 1.69], [-1.46, 0.31, 1.59], [-1.82, -1.01, 0.89], [-3.20, -1.42, 1.44], [-1.99, -0.87, -0.64], [-0.51, -0.26, -1.82], [0.50, -1.87, -2.28], [-1.55, -0.05, -3.48], [-0.81, -2.11, 1.23], [-0.50, -2.39, 3.21], [1.14, -3.46, 3.17], [-1.75, -3.81, 3.71], [0.21, 1.58, 3.82], [-0.66, 2.96, 3.10], [1.12, 2.93, 3.10], [1.51, -0.54, 2.54], [2.61, 0.72, 1.94], [1.98, -0.47, 0.80], [-2.24, 1.05, 1.36], [-1.49, 0.13, 2.67], [-3.96, -0.70, 1.16], [-3.17, -1.46, 2.53], [-3.49, -2.40, 1.07], [-2.80, -0.16, -0.84], [-2.32, -1.84, -1.05], [-0.19, -2.69, -2.49], [1.20, -2.17, -1.49], [1.09, -1.67, -3.17], [-2.05, -0.99, -3.73], [-0.87, 0.21, -4.30], [-2.29, 0.74, -3.36], [0.15, -1.86, 0.78], [-1.15, -3.07, 0.82], [2.01, -2.90, 2.82], [0.99, -4.33, 2.53], [1.35, -3.81, 4.18], [-2.77, -3.44, 3.82], [-1.44, -4.22, 4.67], [-1.72, -4.59, 2.96]],
  "total_charge": 2,
  "spin_multiplicity": 3,
  "total_energy_ha": -7735.17287,
  "e_homo_ev": [-13.0, -13.5],
  "gap_ha": [0.3110, 0.1448]
}